P:
Molecular formula: C5H14N2
Method: DFT, ωB97M-V/def2-TZVPD

Geometry (Å):
C -0.415 0.319 -0.086
C -0.364 -1.250 -0.015
C -1.410 -1.693 -1.035
C -0.821 -1.604 1.401
N 0.678 0.902 0.702
C 1.684 1.696 0.002
N 1.202 2.588 -1.097
H -1.372 0.722 0.274
H -0.334 0.652 -1.123
H 0.645 -1.559 -0.263
H -1.064 -1.468 -2.037
H -2.453 -1.435 -0.821
H -1.622 -2.766 -0.852
H -0.449 -2.569 1.787
H -0.465 -0.943 2.198
H -1.916 -1.500 1.412
H 1.195 0.269 1.301
H 2.153 2.397 0.697
H 2.428 0.961 -0.334
H 1.972 3.013 -1.600
H 0.728 3.267 -0.509

Computed properties:
Total charge: -1
HOMO-LUMO gap (spin up / spin down) in eV: 2.4299 / 8.1219
LUMO level (spin up / spin down) in eV: 3.852 / 3.701
E_HOMO (spin up / spin down) in eV: 1.4 / -4.4
Spin multiplicity: 2

Löwdin population analysis, charges in e, atoms 1 to 4: -0.259 -0.445 -0.145 -0.156

Q:
Molecular formula: C5H14N2
Method: DFT, ωB97M-V/def2-TZVPD

Geometry (Å):
N -1.272 0.810 1.500
C 2.300 0.522 0.289
C 1.001 1.118 0.851
C -0.277 0.260 0.610
C -0.590 0.340 -0.923
N -0.264 -0.922 -1.407
C -0.998 -2.083 -0.976
H -1.661 0.299 2.310
H -1.203 1.865 1.632
H 2.585 0.959 -0.749
H 3.281 0.731 0.782
H 2.319 -0.547 0.110
H 1.290 1.319 1.877
H 0.913 2.112 0.326
H -0.241 -0.781 0.895
H -1.712 0.464 -0.947
H -0.055 1.304 -1.268
H 0.101 -1.042 -2.348
H -1.441 -1.621 -0.160
H -1.671 -2.414 -1.738
H -0.361 -2.810 -0.475

Computed properties:
Total charge: -1
HOMO-LUMO gap (spin up / spin down) in eV: 2.4848 / 8.3349
LUMO level (spin up / spin down) in eV: 4.044 / 3.964
E_HOMO (spin up / spin down) in eV: 1.6 / -4.4
Spin multiplicity: 2

Löwdin population analysis, charges in e, atoms 1 to 4: -0.031 -0.217 -0.284 -0.480

R:
Molecular formula: C5H14N2
Method: DFT, ωB97M-V/def2-TZVPD

Geometry (Å):
C 2.253 -1.076 -0.036
N 0.999 -0.474 0.269
C 1.169 1.706 -0.941
C 0.368 0.418 -0.686
C -1.014 0.742 -0.177
N -1.857 -0.439 -0.028
C -2.125 -0.816 1.404
H 2.207 -1.720 -0.929
H 2.587 -1.747 0.751
H 3.055 -0.380 -0.276
H 0.782 -0.288 1.232
H 1.434 2.113 0.039
H 2.015 1.603 -1.616
H 0.494 2.442 -1.403
H 0.293 -0.153 -1.622
H -0.882 1.246 0.778
H -1.484 1.463 -0.841
H -1.299 -1.232 -0.327
H -2.096 0.033 2.085
H -3.140 -1.234 1.439
H -1.443 -1.600 1.731

Computed properties:
Total charge: -1
HOMO-LUMO gap (spin up / spin down) in eV: 2.5642 / 9.0029
LUMO level (spin up / spin down) in eV: 4.028 / 4.240
E_HOMO (spin up / spin down) in eV: 1.5 / -4.8
Spin multiplicity: 2

Löwdin population analysis, charges in e, atoms 1 to 4: -0.412 -0.109 -0.172 -0.447

Taking the most stable structure as the zero point, the relative energies in hartree are P 0.0106; Q 0.0522; R 0.0000.

P:
Molecular formula: C3H7NO
Method: DFT, ωB97M-V/def2-TZVPD

Geometry (Å):
C -1.432 0.930 0.562
N -0.631 -0.008 -0.285
C 0.744 -0.154 0.161
C 1.512 -0.900 -1.026
O 2.704 -1.042 -0.931
H -1.176 0.860 1.614
H -1.220 1.958 0.255
H -2.477 0.705 0.326
H -1.085 -0.895 -0.076
H 0.858 -0.894 0.972
H 1.186 0.814 0.302
H 1.017 -1.375 -1.873

Computed properties:
HOMO-LUMO gap in eV: 10.2498
LUMO level in eV: 0.963
E_HOMO in eV: -9.3

Löwdin population analysis, charges in e, atoms 1 to 4: -0.124 -0.154 -0.188 -0.220

Q:
Molecular formula: C3H7NO
Method: DFT, ωB97M-V/def2-TZVPD

Geometry (Å):
C 1.591 -0.266 -0.308
C 0.263 -0.060 -0.272
N -0.698 -0.098 -1.267
C -0.508 -0.606 -2.420
H 2.146 -0.596 -1.178
H 2.218 0.107 0.493
H -0.144 0.050 0.744
H -1.356 -0.819 -3.054
H 0.474 -1.057 -2.595
O -0.754 0.817 3.206
H -0.380 0.171 3.808
H -0.303 1.645 3.415

Computed properties:
HOMO-LUMO gap in eV: 9.6235
LUMO level in eV: 0.457
E_HOMO in eV: -9.2

Löwdin population analysis, charges in e, atoms 1 to 4: 0.010 -0.257 -0.035 -0.031

R:
Molecular formula: C3H7NO
Method: DFT, ωB97M-V/def2-TZVPD

Geometry (Å):
C 0.895 -0.995 1.200
N 0.610 0.293 0.449
C -0.163 -0.030 -0.694
C -1.315 0.908 -0.972
O 0.149 -0.957 -1.460
H -0.100 -1.331 1.944
H 1.411 -1.658 0.354
H 1.748 -0.617 1.829
H 1.492 0.759 0.285
H -0.947 1.993 -1.113
H -2.043 1.049 -0.129
H -1.739 0.585 -1.694

Computed properties:
HOMO-LUMO gap in eV: 10.3019
LUMO level in eV: 0.817
E_HOMO in eV: -9.5

Löwdin population analysis, charges in e, atoms 1 to 4: -0.119 -0.083 -0.484 0.014

Taking the most stable structure as the zero point, the relative energies in hartree are P 0.0000; Q 0.0323; R 0.0461.

P:
Molecular formula: C3H7NO
Method: DFT, ωB97M-V/def2-TZVPD

Geometry (Å):
C -1.061 0.508 -0.730
C 0.197 0.093 0.023
N 1.452 0.113 -0.673
C 0.128 -0.798 1.184
O 0.250 0.607 1.343
H -1.910 -0.142 -0.497
H -1.335 1.529 -0.449
H -0.902 0.481 -1.812
H 1.511 -0.695 -1.285
H 1.523 0.940 -1.258
H -0.831 -1.221 1.483
H 1.013 -1.367 1.465

Computed properties:
HOMO-LUMO gap in eV: 10.9802
LUMO level in eV: 1.024
E_HOMO in eV: -10.0

Löwdin population analysis, charges in e, atoms 1 to 4: -0.008 -0.595 0.093 -0.099

Q:
Molecular formula: C3H7NO
Method: DFT, ωB97M-V/def2-TZVPD

Geometry (Å):
C 1.509 -0.945 0.424
C 0.245 -0.599 0.171
N -0.450 -0.860 -1.019
O -0.476 0.085 1.103
C -1.322 1.120 0.623
H 2.055 -1.599 -0.248
H 2.005 -0.580 1.314
H 0.103 -1.400 -1.672
H -1.345 -1.310 -0.859
H -0.808 1.751 -0.109
H -2.237 0.724 0.166
H -1.591 1.714 1.499

Computed properties:
HOMO-LUMO gap in eV: 9.3150
LUMO level in eV: 0.991
E_HOMO in eV: -8.3

Löwdin population analysis, charges in e, atoms 1 to 4: 0.047 -0.514 0.102 -0.103

R:
Molecular formula: C3H7NO
Method: DFT, ωB97M-V/def2-TZVPD

Geometry (Å):
C -1.438 0.648 0.609
C -0.508 -0.549 0.469
N 0.552 -0.294 -0.483
C 1.832 -0.099 -0.276
O 2.249 -0.180 1.009
H -2.239 0.428 1.320
H -1.900 0.907 -0.351
H -0.885 1.523 0.966
H -1.054 -1.439 0.140
H -0.022 -0.784 1.419
H 0.329 -0.178 -1.459
H 3.093 0.031 0.559

Computed properties:
HOMO-LUMO gap in eV: 9.4472
LUMO level in eV: 0.989
E_HOMO in eV: -8.5

Löwdin population analysis, charges in e, atoms 1 to 4: -0.090 -0.246 -0.039 -0.228

S:
Molecular formula: C3H7NO
Method: DFT, ωB97M-V/def2-TZVPD

Geometry (Å):
C 2.029 -0.948 -1.435
C 1.896 0.286 -1.949
N 1.801 1.048 -3.152
H 2.710 -1.786 -1.678
H 1.173 -1.203 -0.736
H 1.222 0.913 -1.341
H 1.670 2.060 -2.817
H 1.481 0.369 -3.868
C -2.351 -0.474 3.022
O -3.312 0.001 3.645
H -1.682 -1.435 3.300
H -1.795 0.174 2.384

Computed properties:
HOMO-LUMO gap in eV: 8.6414
LUMO level in eV: 0.437
E_HOMO in eV: -8.2

Löwdin population analysis, charges in e, atoms 1 to 4: -0.056 -0.328 -0.018 0.039

Taking the most stable structure as the zero point, the relative energies in hartree are P 0.0078; Q 0.0000; R 0.0359; S 0.1214.

P:
Molecular formula: C3H7NO
Method: DFT, ωB97M-V/def2-TZVPD

Geometry (Å):
C -2.158 0.324 0.003
N -1.010 -0.598 -0.099
C 0.232 -0.162 -0.749
C 1.181 0.299 0.441
O 2.311 0.082 0.544
H -1.926 1.369 0.499
H -2.804 0.671 -0.854
H -2.763 -0.391 0.483
H -1.307 -1.410 -0.684
H 0.359 0.624 -1.497
H 0.852 -1.027 -1.007
H 0.642 0.921 1.227

Computed properties:
HOMO-LUMO gap in eV: 10.0205
LUMO level in eV: 0.987
E_HOMO in eV: -9.0

Löwdin population analysis, charges in e, atoms 1 to 4: -0.148 -0.137 -0.193 -0.304

Q:
Molecular formula: C3H7NO
Method: DFT, ωB97M-V/def2-TZVPD

Geometry (Å):
C -1.497 0.918 0.040
N -0.565 -0.267 0.136
C 0.759 0.084 -0.066
C 1.572 -1.312 -0.281
O 2.749 -1.328 -0.111
H -2.142 0.687 -0.809
H -2.197 0.832 0.866
H -1.284 2.045 0.011
H -0.621 -0.613 1.089
H 1.227 0.831 0.628
H 0.935 0.435 -1.105
H 1.063 -2.311 -0.398

Computed properties:
HOMO-LUMO gap in eV: 10.4325
LUMO level in eV: 1.000
E_HOMO in eV: -9.4

Löwdin population analysis, charges in e, atoms 1 to 4: -0.120 -0.144 -0.248 -0.227

Taking the most stable structure as the zero point, the relative energies in hartree are P 0.0055; Q 0.0000.

P:
Molecular formula: C3H7NO
Method: DFT, ωB97M-V/def2-TZVPD

Geometry (Å):
C 0.692 -1.179 -1.996
C 0.060 -0.646 -0.953
N -0.794 -1.427 -0.115
C -0.678 -1.216 1.147
H 0.664 -2.291 -2.102
H 1.081 -0.474 -2.717
H 0.273 0.378 -0.702
H -1.519 -1.612 1.729
H 0.098 -0.731 1.749
O 0.066 2.945 1.666
H -0.753 3.049 1.183
H 0.811 3.203 1.111

Computed properties:
HOMO-LUMO gap in eV: 9.6517
LUMO level in eV: 0.558
E_HOMO in eV: -9.1

Löwdin population analysis, charges in e, atoms 1 to 4: -0.005 -0.274 -0.018 -0.050

Q:
Molecular formula: C3H7NO
Method: DFT, ωB97M-V/def2-TZVPD

Geometry (Å):
C -1.581 0.101 -0.764
O -1.080 -1.230 -0.623
C 0.086 -1.657 -0.148
N 0.992 -0.792 0.360
C 1.192 0.638 0.670
H -1.663 0.618 0.196
H -0.977 0.684 -1.466
H -2.583 -0.027 -1.185
H 1.773 -1.357 0.654
H 2.180 0.725 1.135
H 1.198 1.276 -0.219
H 0.464 1.023 1.390

Computed properties:
HOMO-LUMO gap in eV: 8.9177
LUMO level in eV: 0.795
E_HOMO in eV: -8.1

Löwdin population analysis, charges in e, atoms 1 to 4: -0.086 -0.170 -0.154 -0.072

R:
Molecular formula: C3H7NO
Method: DFT, ωB97M-V/def2-TZVPD

Geometry (Å):
C 0.991 -2.317 -0.913
C 1.603 -1.332 -1.595
N 1.847 -1.316 -2.975
H 1.317 -3.263 -0.497
H 0.750 -1.817 0.038
H 1.594 -0.336 -1.161
H 1.692 -0.368 -3.309
H 1.034 -1.640 -3.493
C -1.964 1.993 2.642
O -2.546 2.959 3.051
H -1.719 1.097 3.219
H -1.487 2.092 1.650

Computed properties:
HOMO-LUMO gap in eV: 9.3805
LUMO level in eV: 0.592
E_HOMO in eV: -8.8

Löwdin population analysis, charges in e, atoms 1 to 4: -0.038 -0.293 0.006 0.049

S:
Molecular formula: C3H7NO
Method: DFT, ωB97M-V/def2-TZVPD

Geometry (Å):
H 0.059 2.613 -0.979
N 0.199 1.694 -0.591
C -0.533 1.505 0.422
O -0.444 0.349 1.087
C 0.561 -0.585 0.525
C -0.101 -1.469 -0.514
H -1.254 2.222 0.842
H 1.483 -0.140 0.096
H 0.840 -1.122 1.424
H 0.560 -2.287 -0.821
H -0.359 -0.885 -1.401
H -1.012 -1.895 -0.090

Computed properties:
HOMO-LUMO gap in eV: 11.1551
LUMO level in eV: 1.108
E_HOMO in eV: -10.0

Löwdin population analysis, charges in e, atoms 1 to 4: 0.044 0.097 -0.323 -0.079

Taking the most stable structure as the zero point, the relative energies in hartree are P 0.0538; Q 0.0724; R 0.1034; S 0.0000.

P:
Molecular formula: C2H3BrINO2
Method: DFT, ωB97M-V/def2-TZVPD

Geometry (Å):
C -0.930 0.086 1.323
C 1.984 1.499 -0.850
N 1.056 2.209 -0.284
O -0.023 2.458 -1.069
O 0.979 2.566 0.899
Br 3.299 0.794 0.188
I -1.798 1.375 0.024
H -0.498 -1.050 1.214
H -0.593 0.641 2.181
H 1.999 1.137 -1.875

Computed properties:
HOMO-LUMO gap (spin up / spin down) in eV: 7.0561 / 6.2997
LUMO level (spin up / spin down) in eV: -1.287 / -1.960
E_HOMO (spin up / spin down) in eV: -8.3 / -8.3

Löwdin population analysis, charges in e, atoms 1 to 4: -0.509 -0.613 -0.561 -0.399

Q:
Molecular formula: C2H3BrINO2
Method: DFT, ωB97M-V/def2-TZVPD

Geometry (Å):
C 0.098 -1.040 0.240
C -0.956 1.493 -1.011
N -1.555 0.520 -1.713
O -0.729 -0.060 -2.524
O -2.726 0.138 -1.542
Br -2.101 2.279 0.252
I 0.340 -2.011 -1.496
H 1.017 -0.869 0.941
H -0.779 -1.260 0.969
H -0.134 2.085 -1.229

Computed properties:
HOMO-LUMO gap (spin up / spin down) in eV: 6.2782 / 7.5386
LUMO level (spin up / spin down) in eV: -2.254 / -1.453
E_HOMO (spin up / spin down) in eV: -8.5 / -9.0

Löwdin population analysis, charges in e, atoms 1 to 4: -0.580 -0.504 -0.555 -0.328

R:
Molecular formula: C2H3BrINO2
Method: DFT, ωB97M-V/def2-TZVPD

Geometry (Å):
C -0.617 -0.119 -1.611
C 0.794 -0.342 0.622
N 0.060 0.443 1.352
O -0.021 1.596 0.885
O -0.786 0.073 2.150
Br 0.926 -2.176 1.154
I -1.218 1.777 -1.371
H 0.276 -0.374 -2.009
H -1.244 -0.917 -1.421
H 1.830 0.039 0.249

Computed properties:
HOMO-LUMO gap (spin up / spin down) in eV: 6.9734 / 6.9742
LUMO level (spin up / spin down) in eV: -1.923 / -1.922
E_HOMO (spin up / spin down) in eV: -8.9 / -8.9

Löwdin population analysis, charges in e, atoms 1 to 4: -0.470 -0.593 -0.587 -0.277

Taking the most stable structure as the zero point, the relative energies in hartree are P 0.0167; Q 0.0122; R 0.0000.